Entry 1:
Molecular formula: C17H11AuBrN5S
Method: DFT, wB97M-V/def2-TZVPD

```
36
Properties=species:S:1:pos:R:3
Au -0.070 -0.497 0.220
Br 0.909 -3.475 0.677
S -1.065 -0.141 2.434
N 0.972 5.766 -2.374
N 0.179 3.540 -1.705
N 1.221 1.108 2.960
N 0.919 1.704 -0.249
N -0.767 2.053 3.866
C -0.165 -0.544 -2.777
C 1.311 3.173 4.148
C -0.676 -2.321 -4.316
C -0.176 -2.792 -1.958
C -0.045 -1.388 -1.685
C -0.574 -3.252 -3.260
C 0.637 4.702 -2.025
C -0.118 1.106 3.139
C -0.225 -5.144 -1.241
C 0.598 2.607 -0.918
C -0.867 -4.618 -3.486
C 0.054 -3.825 -1.005
C -0.820 4.120 5.111
C -0.062 3.063 4.349
C 1.897 2.132 3.442
C -0.726 -5.543 -2.492
C -0.439 -0.996 -4.080
H 1.884 4.011 4.524
H 2.970 2.122 3.258
H -0.968 -6.585 -2.666
H -0.318 4.364 6.050
H -0.885 5.030 4.510
H -0.071 0.525 -2.623
H -0.952 -2.683 -5.302
H -1.210 -4.919 -4.471
H -1.826 3.759 5.314
H -0.034 -5.881 -0.472
H -0.493 -0.281 -4.895
```

Calculated values
HOMO energy = -0.0517 Ha
LUMO level = 4.67 eV
HOMO-LUMO gap = 6.1 eV
Molecular weight = 594.25 g mol⁻¹
E_tot = -4036.14273 Eh
Charge = -2



Entry 2:
Molecular formula: C32H57IrN2O2P2
Method: DFT, wB97M-V/def2-TZVPD

```
96
Properties=species:S:1:pos:R:3
Ir 0.345 0.095 0.245
P 0.670 -2.273 0.619
P 0.458 2.325 -0.413
O 2.173 0.807 2.513
O -0.840 -0.037 3.491
N -1.348 -0.246 -1.219
N 1.673 -0.164 -1.365
C -2.633 -0.113 -3.429
C -1.819 1.100 -3.995
C 1.801 -2.231 3.234
C 1.407 0.513 1.666
C -0.971 0.400 4.624
C 3.192 -0.655 -3.635
C -2.259 0.305 5.405
C -1.260 4.255 0.950
C 1.911 4.055 1.414
C 1.137 2.084 -2.100
C 1.692 0.795 -2.376
C -0.424 -3.471 -0.379
C -2.235 -0.480 -1.987
C -0.140 -4.974 -0.176
C -1.335 3.029 0.028
C 1.872 3.563 -0.037
C -4.110 0.279 -3.429
C 2.408 -1.285 -1.444
C 3.253 -1.505 -2.523
C 1.623 4.719 -1.024
C 2.264 -2.295 -0.317
C 1.881 -4.432 2.156
C -2.158 -1.250 -4.330
C -1.879 -3.225 0.007
C 3.242 2.916 -0.317
C 2.326 0.424 -3.606
C -1.972 3.385 -1.307
C 0.118 1.155 5.365
C -0.208 -3.194 -1.877
C -0.314 -3.463 2.971
C -2.259 2.023 0.749
C 1.032 -3.156 2.288
H -1.373 4.082 -1.910
H -2.761 1.282 5.329
H 2.446 -3.297 -0.719
H -0.729 0.918 -4.006
H -2.620 1.242 0.073
H 1.874 3.217 2.120
H 2.128 -4.768 3.172
H -2.081 0.090 6.467
H -4.756 -0.597 -3.378
H 1.371 -5.264 1.674
H -2.214 -2.219 -0.273
H 0.274 0.740 6.371
H -2.139 1.262 -5.039
H 1.045 1.119 4.789
H -2.386 -2.249 -3.955
H -0.711 5.103 0.519
H -0.824 3.987 1.922
H -2.287 4.610 1.148
H -0.412 -5.337 0.821
H 2.823 -4.242 1.632
H -0.878 -2.534 3.130
H 0.794 -3.493 -2.213
H -1.764 1.539 1.603
H 0.866 2.705 -2.955
H 2.867 4.577 1.584
H 3.055 -2.109 0.425
H -4.392 0.897 -4.294
H -0.356 -2.138 -2.109
H -0.944 -3.770 -2.456
H -2.135 2.462 -1.869
H -2.525 -1.151 -5.357
H -2.963 3.839 -1.147
H -1.972 2.060 -3.484
H 3.954 -2.342 -2.445
H -1.057 -1.172 -4.392
H 3.396 2.030 0.309
H -0.214 2.197 5.472
H 3.793 -0.890 -4.513
H -4.295 0.887 -2.528
H -2.056 -3.364 1.084
H 2.447 5.439 -0.993
H -0.783 -5.519 -0.886
H 0.897 -5.251 -0.410
H -0.109 -3.905 3.956
H -0.930 -4.179 2.418
H 0.692 5.253 -0.817
H 1.194 -1.368 3.516
H 2.757 -1.907 2.811
H -3.141 2.575 1.120
H 4.041 3.632 -0.079
H 3.365 2.628 -1.364
H 1.567 4.354 -2.051
H 2.023 -2.795 4.150
H 2.112 1.016 -4.503
H 1.113 4.758 1.662
H -2.889 -0.467 4.957
H -2.512 -3.956 -0.530
```

Calculated values
HOMO energy (spin up / spin down) = -0.5809 / -0.6233 Ha
LUMO level (spin up / spin down) = -8.55 / -13.28 eV
HOMO-LUMO gap (spin up / spin down) = 7.3 / 3.7 eV
<S²> = 8.808
Molecular weight = 755.99 g mol⁻¹
Multiplicity = 6
Energy relative to the best compared isomer or geometry (same formula, charge and spin) = 1.0835 eV
E_tot = -2299.35228 Eh
Charge = +3